{"formula": "C2N4O", "method": "ωB97M-V/def2-TZVPD", "species": ["C", "C", "N", "N", "N", "N", "O"], "positions_angstrom": [[0.9724, 1.3898, -0.5058], [0.2149, 0.2289, 0.0524], [1.7322, 2.0074, -1.3102], [0.0088, -0.9072, -0.6755], [-0.7732, -1.6588, -0.0687], [-0.5425, 0.2856, 1.1927], [-1.2626, -0.9752, 1.0940]], "lowdin_charge": [-0.069, -0.339, 0.153, 0.068, 0.084, 0.179, -0.076], "charge": 0, "homo_energy_ev": -11.9, "smiles": "N#Cc1nnon1", "multiplicity": 1, "relative_energy_ev": 1.398, "total_energy_ev": -10076.7965}